This record from the Open Molecules 2025 dataset describes a 2-piece molecular cluster, C7H7N overall at a distorted geometry. The level of theory is the ωB97M-V functional and the def2-TZVPD basis.

Last column: Löwdin charge in e.
Cartesian coordinates (Å):
C  0.490  0.669  -2.469  -0.081
C  0.523  1.187  -1.168  0.020
C  1.903  0.542  -0.753  -0.183
C  1.449  -0.182  -1.888  -0.175
H  -0.144  0.555  -3.340  0.096
H  2.079  0.107  0.266  0.117
H  2.623  1.339  -0.964  0.105
H  1.433  -1.290  -1.912  0.118
C  -1.809  0.513  2.098  0.027
C  -1.609  -0.540  1.304  -0.212
C  -0.743  -1.601  1.595  -0.272
N  -0.127  -2.523  1.870  0.152
H  -2.537  1.304  1.864  0.071
H  -1.281  0.527  3.108  0.097
H  -2.251  -0.608  0.389  0.120

Forces on atoms 1 to 3 (eV/Å):
1.6 0.2 1.2
-1.7 -1.1 -0.3
1.5 2.3 0.8

The value obtained for the maximum force is 2.8 eV/A. As for the lowest unoccupied orbital energy: 0.020 Ha. The structure (SMILES) is C1=C2C[C@H]12.C=CC#N. The energy relative to the best compared isomer or geometry (same formula, charge and spin) is 501.57 kJ/mol. The charge is 0. Its gap between HOMO and LUMO is 8.78 eV. For the HOMO energy, the calculation gives -8.24 eV.